Molecular formula: C5H11NO
Method: DFT, ωB97M-V/def2-TZVPD

LUMO, eV: 0.9
E, hartree: -327.04903
SMILES: C=C(N)/C=C/C.O
Highest occupied orbital energy, eV: -8.2
ΔE to the lowest compared entry with this formula, charge and spin, kJ/mol: 216.1
Strongest force on any atom, eV Å⁻¹: 2.011

Last column: Mulliken charge in e.
Positions of all 18 atoms, in Å:
1 C 1.71211 -0.14168 -0.68498  -0.99
2 C 1.32590 -0.11463 0.59614  0.50
3 N 2.20163 -0.09020 1.66810  -0.48
4 C -0.10030 -0.28131 0.96315  -0.48
5 C -1.15971 0.13564 0.28064  -0.06
6 C -2.55346 -0.28898 0.55438  -1.26
7 H 2.71511 -0.18936 -1.08727  0.30
8 H 0.95884 -0.18536 -1.45226  0.25
9 H 1.81874 -0.34530 2.56170  0.18
10 H 3.04272 0.45472 1.68954  0.21
11 H -0.25069 -0.93905 1.82033  0.23
12 H -1.00229 0.93462 -0.42239  0.62
13 H -2.64827 -0.91899 1.43909  0.32
14 H -3.02313 -0.86829 -0.24598  0.28
15 H -3.24588 0.54690 0.66983  0.31
16 O 0.00605 0.92485 -3.06855  -0.66
17 H -0.67487 0.45485 -2.59324  0.36
18 H 0.87751 0.91159 -2.68823  0.38

---

Molecular formula: C3H14N2O2
Method: DFT, ωB97M-V/def2-TZVPD

LUMO, eV: 0.7
E, hartree: -382.65697
SMILES: NCCCN.O.O
Highest occupied orbital energy, eV: -9.0
ΔE to the lowest compared entry with this formula, charge and spin, kJ/mol: 112.4
Strongest force on any atom, eV Å⁻¹: 3.106

Last column: Mulliken charge in e.
Positions of all 21 atoms, in Å:
1 N 1.38510 0.33908 -1.21382  -0.52
2 C 0.90004 1.22936 -0.13824  -0.42
3 C -0.59045 0.96765 0.12416  -0.45
4 C -1.07539 2.16563 1.03925  -0.72
5 N -0.56414 1.97869 2.41516  -0.56
6 H 1.52482 0.91201 -2.03562  0.22
7 H 2.30367 -0.05184 -1.04358  0.24
8 H 1.47783 1.09045 0.77500  0.27
9 H 0.95882 2.30732 -0.37662  0.23
10 H -0.82705 0.09182 0.73196  0.27
11 H -1.14279 0.85852 -0.80324  0.28
12 H -0.88187 3.13879 0.60900  0.44
13 H -2.16501 2.02265 1.14148  0.28
14 H 0.19834 2.62144 2.53798  0.24
15 H -0.35262 1.00825 2.59318  0.23
16 O -0.58651 -1.63053 -2.31320  -0.67
17 H 0.15049 -1.44078 -1.73074  0.35
18 H -0.48953 -1.30452 -3.22288  0.30
19 O 0.11914 -5.67193 0.06155  -0.64
20 H -0.15492 -5.85605 0.97351  0.32
21 H -0.18798 -4.77601 -0.12427  0.32

---

Molecular formula: C11H10BrF8N2O4S
Method: DFT, ωB97M-V/def2-TZVPD

LUMO, eV: -6.8
E, hartree: -4605.98468
Total charge: +1
Highest occupied orbital energy, eV: -14.3
Strongest force on any atom, eV Å⁻¹: 10.729

Last column: Mulliken charge in e.
Positions of all 37 atoms, in Å:
1 O 3.54278 1.50370 2.79834  -0.44
2 C 2.29561 1.93596 2.59314  0.42
3 F 1.46629 2.40723 3.76543  -0.24
4 C 1.57454 2.03831 1.08747  -0.01
5 C 1.06546 0.49907 0.66091  -0.12
6 N 2.04043 -0.52281 1.03943  -0.54
7 N 1.54951 -1.72726 0.67413  0.25
8 C 0.28660 -2.12988 0.05476  -0.19
9 C -0.84632 -1.08324 -0.39180  -0.16
10 Br -2.55333 -1.69097 -1.20927  0.08
11 C -0.35453 0.42631 -0.05602  0.54
12 S -1.44390 1.87951 -0.49646  0.88
13 O -2.47251 1.60614 -1.64924  -0.48
14 O -0.53970 3.03278 -1.09118  -0.55
15 C -2.39458 2.65272 0.90399  0.69
16 F -3.57003 3.36764 0.27830  -0.22
17 F -1.64928 3.73976 1.64044  -0.24
18 C -3.01698 1.64844 2.02549  0.41
19 F -3.35961 2.52429 3.21108  -0.26
20 F -2.09605 0.62120 2.56181  -0.24
21 C -4.42123 0.90646 1.62097  0.62
22 F -4.56289 0.54367 0.19556  -0.17
23 F -5.52545 1.80527 2.10171  -0.21
24 F -4.46888 -0.37744 2.40373  -0.23
25 H 2.39229 2.37290 0.31283  0.37
26 H 0.68877 2.78921 1.22210  0.22
27 H 2.22848 -2.52256 0.88848  0.38
28 H 0.07361 -3.27950 -0.13598  0.36
29 C 3.36878 -2.51352 -3.51848  -1.16
30 C 2.51563 -3.14645 -2.43873  -0.13
31 O 1.27701 -2.46005 -2.33454  -0.39
32 H 3.55293 -1.45781 -3.29376  0.29
33 H 4.32934 -3.02847 -3.60851  0.35
34 H 2.85774 -2.54863 -4.48615  0.35
35 H 3.02019 -3.08959 -1.46972  0.22
36 H 2.31620 -4.19881 -2.66274  0.28
37 H 0.83311 -2.52357 -3.19752  0.26

---

Molecular formula: CH7N2O
Method: DFT, ωB97M-V/def2-TZVPD

LUMO, eV: 4.9
E, hartree: -227.04635
Total charge: -1
Highest occupied orbital energy, eV: -2.6
ΔE to the lowest compared entry with this formula, charge and spin, kJ/mol: 8.9
Strongest force on any atom, eV Å⁻¹: 0.625

Last column: Mulliken charge in e.
Positions of all 11 atoms, in Å:
1 N 0.09025 2.54866 0.42813  -0.70
2 H -0.50220 3.23122 -0.01868  0.17
3 H 0.12082 1.68755 -0.13689  0.40
4 H 1.04072 2.86382 0.49972  0.18
5 N -0.85870 -1.55983 0.61212  -0.77
6 C 0.30959 -1.32640 -0.32878  -0.40
7 O 0.49878 -0.08092 -0.75742  -0.92
8 H -1.68980 -1.19872 0.14807  0.26
9 H -0.69482 -0.87467 1.34608  0.27
10 H 0.19150 -2.10108 -1.12235  0.25
11 H 1.17431 -1.68421 0.28774  0.26

---

Molecular formula: C2HF4P
Method: DFT, ωB97M-V/def2-TZVPD

LUMO, eV: -1.4
E, hartree: -817.57046
SMILES: F/P=C/C(F)(F)F
Highest occupied orbital energy, eV: -10.7
ΔE to the lowest compared entry with this formula, charge and spin, kJ/mol: 172.1
Strongest force on any atom, eV Å⁻¹: 4.781

Last column: Mulliken charge in e.
Positions of all 8 atoms, in Å:
1 F -0.56918 -1.40743 3.11589  -0.35
2 P 0.15517 -0.53902 1.68398  0.40
3 C -0.52058 -0.19253 0.07806  -0.53
4 C 0.34092 0.55840 -0.83250  0.88
5 F 1.67447 0.51574 -0.48672  -0.25
6 F 0.01873 1.85737 -0.97655  -0.21
7 F 0.22704 -0.04110 -2.04627  -0.25
8 H -1.32657 -0.75142 -0.53590  0.32

---

Molecular formula: C12H16NO2
Method: DFT, ωB97M-V/def2-TZVPD

LUMO, eV: -3.0
E, hartree: -671.76023
SMILES: C[C@H](c1ccccc1)[C@]1(C=O)[NH2+]CCO1
Total charge: +1
Highest occupied orbital energy, eV: -12.8
ΔE to the lowest compared entry with this formula, charge and spin, kJ/mol: 115.2
Strongest force on any atom, eV Å⁻¹: 5.252

Last column: Mulliken charge in e.
Positions of all 31 atoms, in Å:
1 C 0.66106 -1.42565 2.03483  -1.53
2 C 0.13817 -0.05155 1.46735  -0.16
3 C -1.18481 -0.06979 0.71301  1.07
4 C -2.08029 0.93349 1.11327  -0.84
5 C -3.35409 0.91825 0.44530  -0.38
6 C -3.59816 0.15331 -0.65882  -0.76
7 C -2.68159 -0.87365 -1.00433  -0.26
8 C -1.44177 -0.99815 -0.33951  -0.70
9 C 1.28699 0.37949 0.23134  0.33
10 C 1.41171 1.86436 0.37650  -0.21
11 O 0.89371 2.65349 -0.35776  -0.45
12 N 0.79594 0.20932 -1.24113  0.02
13 C 1.99195 -0.38798 -1.89853  -0.47
14 C 3.09343 -0.17244 -0.78309  -0.42
15 O 2.36756 -0.32704 0.37032  -0.41
16 H 1.07974 -1.94012 1.19287  0.39
17 H -0.11614 -2.02584 2.45862  0.43
18 H 1.44443 -1.23008 2.77552  0.36
19 H 0.17520 0.78904 2.09147  0.75
20 H -2.03899 1.65938 1.91569  0.31
21 H -4.01533 1.81212 0.58871  0.32
22 H -4.61624 0.15844 -1.04398  0.38
23 H -2.89299 -1.68614 -1.73204  0.37
24 H -0.95225 -1.94192 -0.32139  0.59
25 H 2.12995 2.13251 1.26951  0.34
26 H 0.28954 1.08105 -1.62776  0.53
27 H -0.03628 -0.49987 -1.23978  0.05
28 H 2.23755 0.22086 -2.89734  0.36
29 H 1.67389 -1.39749 -2.18967  0.29
30 H 3.92162 -0.84229 -0.88963  0.45
31 H 3.41651 0.90487 -0.81953  0.29

---

Molecular formula: C3H9BS2
Method: DFT, ωB97M-V/def2-TZVPD

LUMO (spin up / spin down), eV: 0.5 / -3.2
E, hartree: -940.77971
Multiplicity: 3
Highest occupied orbital energy (spin up / spin down), eV: -4.0 / -9.1
Strongest force on any atom, eV Å⁻¹: 3.022

Last column: Mulliken charge in e.
Positions of all 15 atoms, in Å:
1 B 0.03293 -0.99746 -0.13794  0.14
2 C 0.06593 0.52671 -0.08629  -0.96
3 C 2.76153 -0.70894 0.77536  -0.78
4 C -2.88953 -0.72668 -0.30473  -0.79
5 S 1.52074 -1.89198 0.21588  -0.12
6 S -1.48131 -1.87383 -0.32027  -0.09
7 H 0.54803 0.67729 -1.09485  0.34
8 H 0.72068 0.98304 0.61731  0.28
9 H -0.91328 1.01523 -0.06684  0.25
10 H 3.67774 -1.23551 0.93758  0.35
11 H 2.33588 -0.21268 1.76012  0.25
12 H 2.86240 0.09129 0.03574  0.28
13 H -3.73278 -1.44548 -0.07971  0.29
14 H -3.05464 -0.37884 -1.40715  0.27
15 H -2.87762 0.07487 0.47890  0.30

---

Which of these has the highest strongest force on any atom?
C11H10BrF8N2O4S